15
Properties=species:S:1:pos:R:3:forces:R:3 method="wB97M-V/def2-TZVPD" total_charge=0 gap_ev=10.49 e_above_lowest_ev=1.677 e_lumo_ev=0.99 smiles="Cl/C=C/Cn1nccn1" e_tot_ev=-22272.7042
Cl -3.88700 -0.60016 0.36664 -0.935 -0.162 0.111
C -2.21092 -0.31699 0.21457 -0.518 1.596 -0.265
C -1.77846 0.89254 -0.11077 0.645 0.647 0.683
C -0.31933 1.26922 -0.34837 -1.385 0.452 -1.023
N 0.52650 0.13800 -0.05191 -0.933 1.449 -0.393
N 1.08027 -0.06820 1.10986 0.767 0.398 0.763
C 1.79230 -1.19914 0.93257 -0.786 0.336 0.897
C 1.48436 -1.63791 -0.33179 -0.181 1.598 -0.405
N 0.67420 -0.73012 -0.99598 2.417 -2.709 1.085
H -1.68313 -1.19074 0.44071 1.182 -0.867 0.036
H -2.47812 1.72571 -0.20851 0.025 -0.399 -0.142
H 0.07247 2.16940 0.13770 -0.450 -0.369 0.416
H -0.33998 1.54397 -1.45370 0.802 -0.784 1.177
H 2.46428 -1.68320 1.69585 -1.086 0.914 -0.918
H 2.15765 -2.32278 -0.68806 0.435 -2.101 -2.020

33
Properties=species:S:1:pos:R:3:forces:R:3 method="wB97M-V/def2-TZVPD" total_charge=0 gap_ev=8.34 e_lumo_ev=-1.43 smiles="CC(=O)N(C(C)=O)C1=CC(=O)C(Br)=CC1=O.CCO" e_tot_ev=-94438.8120
C 1.79520 0.52657 -1.46099 -0.565 0.096 -0.137
C 1.67831 -0.71967 -0.64158 1.011 -0.906 -0.439
O 2.27567 -1.72327 -0.94157 -0.485 0.592 0.464
N 0.79617 -0.79855 0.53748 0.656 0.947 -0.591
C -0.55158 -0.32046 0.29394 -0.647 0.188 0.130
C -1.64309 -1.19139 0.82697 0.481 0.009 0.321
O -0.79327 0.70510 -0.28474 0.355 -0.141 0.028
C 1.32941 -0.32108 1.76299 -0.508 -0.765 -0.169
C 0.86855 -0.78498 2.92057 0.124 0.323 0.304
C 1.39990 -0.23125 4.18510 0.076 -0.390 0.513
O 1.59291 -0.90000 5.17492 -0.381 0.385 -0.321
C 1.75046 1.22160 4.09905 -0.156 0.325 0.746
Br 1.50785 2.29675 5.62989 0.108 -0.279 -0.159
C 2.23042 1.69116 2.96661 -0.130 -0.188 -0.161
C 2.39929 0.72355 1.84487 0.446 0.384 -0.042
O 3.36348 0.77986 1.12310 -0.257 -0.060 -0.339
H 2.07547 1.39702 -0.88976 0.030 0.155 0.307
H 2.50243 0.37101 -2.25396 0.423 -0.227 -0.170
H 0.83542 0.74846 -1.90881 -0.226 0.091 -0.088
H -1.32183 -2.21556 0.92735 0.035 -0.318 -0.088
H -2.51397 -1.09612 0.20581 -0.376 0.032 -0.265
H -1.87072 -0.82061 1.82093 -0.226 0.087 0.270
H 0.12415 -1.54846 2.97389 -0.096 -0.575 0.099
H 2.53270 2.71143 2.84130 0.339 0.246 -0.148
C -2.75576 0.75038 -3.90240 -0.050 -0.030 0.040
C -1.97429 -0.35439 -3.21650 -0.163 -0.127 -0.286
O -2.83247 -1.39948 -2.75610 0.144 0.116 0.209
H -3.49994 1.16511 -3.22228 0.039 0.027 0.036
H -2.09486 1.55386 -4.23078 -0.001 -0.009 -0.017
H -3.28790 0.36356 -4.77489 0.060 0.018 -0.046
H -1.46333 0.03292 -2.34066 -0.053 -0.026 0.025
H -1.22256 -0.77433 -3.89470 0.041 0.073 0.009
H -3.28757 -1.76513 -3.51875 -0.049 -0.053 -0.039

22
Properties=species:S:1:pos:R:3:forces:R:3 method="wB97M-V/def2-TZVPD" total_charge=+1 gap_ev=6.10 e_above_lowest_ev=2.112 e_lumo_ev=-5.01 e_tot_ev=-20806.7603
C 2.35724 -0.29064 -0.32900 -0.210 -0.953 1.072
C 1.03066 0.34260 -0.09116 -3.000 -0.677 -1.836
C -0.01166 0.15769 -1.34187 1.719 1.609 -0.693
C -1.44474 -0.24587 -1.14139 0.957 -1.080 1.677
N -1.65503 -1.30374 -0.39598 5.495 1.808 -0.127
C 0.45769 0.98463 0.93649 1.909 0.043 -1.057
C 1.12663 1.17652 2.22286 -3.210 0.507 0.026
C 0.23943 1.83020 3.04635 3.105 -0.403 -0.332
S -1.13421 2.52815 2.30687 -1.159 0.304 0.330
C -0.81201 1.76391 0.70734 -1.420 -2.361 1.491
H 2.64447 -0.82422 0.60951 0.152 0.189 -0.882
H 3.15134 0.36132 -0.61840 0.471 0.997 0.237
H 2.33515 -0.96422 -1.18723 -0.230 -0.410 0.371
H 0.46590 -0.67553 -1.87659 -0.473 0.180 -0.309
H 0.12499 1.10334 -1.97803 -0.677 -1.432 0.665
H -2.36610 0.20079 -1.53428 0.642 -0.004 -0.426
H -2.51972 -1.66090 -0.35851 -3.856 -1.832 0.648
H -0.84143 -1.71738 0.18683 -1.839 0.766 -1.389
H 2.03121 0.63342 2.40420 0.302 0.220 0.616
H 0.54132 2.10765 4.05031 -0.570 -0.054 0.117
H -1.71046 1.08119 0.34977 1.482 1.383 1.079
H -0.73732 2.51307 -0.01449 0.410 1.201 -1.276

16
Properties=species:S:1:pos:R:3:forces:R:3 method="wB97M-V/def2-TZVPD" total_charge=-1 gap_ev=9.34 e_above_lowest_ev=0.000 e_lumo_ev=3.69 e_tot_ev=-18707.3426
C -0.41551 -0.50677 -2.90132 -1.366 0.334 -0.862
C -0.23056 0.75783 1.61365 1.909 -1.017 1.863
N -1.28356 -0.49882 -3.67440 0.338 -0.042 -0.236
N 0.26180 -0.59148 -1.79695 -0.825 -0.949 1.982
N -0.64333 1.47926 2.56549 -1.361 0.258 1.779
N -1.74898 -0.41905 0.37784 -1.220 -0.213 -0.983
N -0.96202 0.51765 0.47188 -0.103 1.587 -2.205
N 1.01339 0.18742 1.53828 1.244 -1.312 1.178
N 1.48323 -0.18306 -1.80236 0.382 -0.539 -3.500
O -2.14090 -1.17977 1.25736 -0.140 -0.884 0.472
O 1.96470 0.20841 -2.87241 0.554 0.863 -0.345
O 2.17117 -0.33978 -0.82716 1.228 -0.110 2.250
H -2.18967 -0.57025 -0.60303 1.058 0.513 1.509
H -0.16031 1.40106 3.49967 -0.010 0.242 -1.907
H 1.53130 0.09192 2.47378 -1.136 0.275 -2.371
H 1.34925 -0.35457 0.67969 -0.552 0.995 1.375

113
Properties=species:S:1:pos:R:3:forces:R:3 method="wB97M-V/def2-TZVPD" total_charge=-1 gap_ev=4.40 e_above_lowest_ev=1.957 e_lumo_ev=-0.22 e_tot_ev=-93689.9853
C 0.84727 0.45579 1.55854 -1.491 0.300 -0.352
C -0.21518 1.31877 0.60194 -0.043 -0.165 0.754
C -1.70741 0.63356 0.91724 0.839 1.398 -0.264
O -2.77989 1.24043 0.11347 1.838 -1.352 2.101
In -4.44540 1.22887 1.45297 -0.663 -0.428 0.199
H 0.81157 -0.64113 1.15088 0.486 1.994 0.811
H 1.92367 0.91473 1.58118 -2.028 -1.054 0.039
H 0.33015 0.42368 2.63396 1.476 0.141 -2.206
H -0.19531 2.47101 0.90358 -0.193 -2.474 -0.519
H 0.06053 1.27715 -0.53674 -0.521 -0.150 2.122
H -1.87333 0.80224 2.08736 0.411 -0.467 -2.336
H -1.56631 -0.52070 0.75500 -0.441 1.865 0.156
H -3.97235 0.16169 2.85802 -0.016 0.335 -0.333
H -5.78164 0.37128 0.61065 0.453 0.409 -0.014
H -4.85031 2.87744 2.03641 0.198 -0.162 -0.256
C 1.88591 -5.35200 -1.99994 0.074 0.071 0.183
C 2.03903 -5.72302 -0.66314 0.053 0.386 -0.179
C 2.65259 -4.85185 0.23907 -0.070 0.189 -0.062
C 3.10708 -3.60398 -0.20930 -0.478 -0.676 -0.580
C 2.96158 -3.23209 -1.55243 -0.014 -0.041 -0.033
C 2.34890 -4.11293 -2.44597 0.104 -0.048 0.414
N 3.72996 -2.67340 0.73965 0.458 0.810 0.853
O 3.85768 -3.04675 1.91524 -0.079 0.568 -1.687
O 4.08850 -1.56669 0.31224 -0.413 -1.540 0.647
H 1.40179 -6.03235 -2.69847 0.098 0.141 0.150
H 1.67694 -6.69102 -0.32340 0.149 0.240 -0.019
H 2.76433 -5.15578 1.27758 0.020 0.308 -0.269
H 3.31415 -2.26876 -1.91496 -0.056 -0.197 0.309
H 2.22854 -3.83222 -3.48998 0.042 0.003 0.243
C 7.64373 -5.70919 4.17518 -0.108 0.122 -0.066
C 7.05183 -6.90211 4.59321 -0.146 0.110 -0.377
C 6.07701 -7.51418 3.80297 0.032 0.032 -0.042
C 5.70408 -6.92261 2.58817 0.675 0.430 0.541
C 6.29112 -5.72103 2.16977 0.004 -0.037 -0.006
C 7.26287 -5.11678 2.96994 -0.216 -0.429 0.083
N 4.69831 -7.57444 1.74081 -0.775 -0.615 -0.620
O 4.18850 -8.62634 2.15470 0.664 1.505 -0.655
O 4.41966 -7.03820 0.65876 0.452 -0.932 1.505
H 8.40743 -5.23863 4.79205 -0.362 -0.149 -0.192
H 7.35289 -7.35693 5.53451 -0.085 0.077 -0.190
H 5.62531 -8.44363 4.14273 -0.011 0.237 -0.276
H 6.00757 -5.24844 1.23168 -0.088 -0.275 0.214
H 7.72667 -4.18549 2.65241 -0.165 -0.185 0.031
C 4.44129 2.74666 0.40276 0.017 0.075 -0.002
C 4.31527 3.31191 1.67270 0.075 0.267 -0.308
C 4.37637 4.69776 1.83108 0.003 -0.002 -0.083
C 4.56025 5.51209 0.70511 -0.049 -0.967 -0.088
C 4.69477 4.94685 -0.56999 -0.013 -0.017 0.040
C 4.63484 3.55944 -0.71551 -0.028 0.219 0.406
N 4.59984 6.97098 0.86182 0.011 1.240 0.192
O 4.49615 7.43168 2.00843 0.178 -0.602 -1.693
O 4.73039 7.65832 -0.16119 -0.158 -0.901 1.467
H 4.38734 1.66588 0.28355 -0.013 0.202 0.043
H 4.16614 2.67176 2.53960 0.008 0.175 -0.177
H 4.27635 5.12279 2.82743 0.023 0.091 -0.354
H 4.84287 5.56675 -1.45177 -0.067 0.021 0.366
H 4.73514 3.11122 -1.70155 -0.032 0.145 0.195
C 14.02987 -7.98410 2.97621 -0.103 0.051 0.084
C 13.57636 -8.86773 3.95685 -0.179 0.376 -0.020
C 12.54707 -8.48701 4.81999 -0.022 0.065 -0.033
C 11.97338 -7.21485 4.68861 0.736 -0.283 -0.629
C 12.43196 -6.32291 3.71003 -0.019 -0.054 0.026
C 13.46384 -6.71390 2.85445 -0.141 -0.265 0.295
N 10.87380 -6.81816 5.57632 -0.944 0.227 0.877
O 10.50922 -7.62814 6.44160 0.483 1.259 -1.304
O 10.37039 -5.69834 5.40717 0.953 -1.599 0.383
H 14.82884 -8.28755 2.30185 -0.165 0.068 0.147
H 14.02353 -9.85544 4.04648 -0.136 0.211 0.027
H 12.20487 -9.18719 5.57893 -0.070 0.331 -0.137
H 11.99910 -5.33078 3.60020 -0.031 -0.310 0.189
H 13.82476 -6.02982 2.08958 -0.122 -0.110 0.189
C -7.95072 -1.98154 -4.45575 -0.003 0.034 0.154
C -7.48976 -0.85086 -3.77957 -0.188 -0.350 0.134
C -7.58791 -0.77874 -2.38869 -0.046 -0.058 0.091
C -8.14782 -1.85154 -1.68132 0.126 -0.015 -1.051
C -8.61841 -2.98457 -2.35826 0.042 0.062 -0.016
C -8.51746 -3.04400 -3.74964 0.134 0.336 0.219
N -8.23054 -1.79257 -0.21703 0.178 0.775 1.601
O -7.82085 -0.76520 0.34366 -1.051 -1.887 -1.131
O -8.70116 -2.77457 0.37478 0.503 0.959 -0.726
H -7.86690 -2.03558 -5.53984 -0.021 0.013 0.205
H -7.05065 -0.02624 -4.33701 -0.078 -0.131 0.205
H -7.22401 0.10929 -1.87650 -0.063 -0.309 0.141
H -9.05968 -3.82223 -1.82222 0.169 0.335 0.070
H -8.87713 -3.92052 -4.28406 0.055 0.148 0.156
C -5.00385 7.34769 -0.16470 -0.032 -0.142 -0.128
C -4.23621 6.22008 -0.46028 -0.342 0.097 -0.181
C -4.71338 5.26476 -1.35976 -0.043 -0.033 -0.077
C -5.96439 5.45186 -1.96370 0.424 0.705 0.692
C -6.74049 6.57910 -1.66293 0.041 -0.011 -0.070
C -6.25396 7.52622 -0.75965 0.210 -0.347 -0.143
N -6.46033 4.46400 -2.92943 -0.038 -1.054 -0.659
O -5.75280 3.47082 -3.15462 -1.234 1.583 0.244
O -7.55556 4.68153 -3.46719 1.273 -0.310 0.543
H -4.62510 8.09266 0.53300 -0.082 -0.165 -0.120
H -3.26355 6.08724 0.00859 -0.245 -0.082 -0.115
H -4.10305 4.39154 -1.57961 -0.296 0.094 -0.003
H -7.71526 6.73436 -2.12060 0.305 -0.240 0.081
H -6.84758 8.40619 -0.52192 0.048 -0.218 -0.074
C -10.97262 8.58730 -6.34015 0.028 -0.030 0.147
C -10.33082 7.46858 -5.80657 -0.152 0.315 0.214
C -10.16704 7.34824 -4.42524 -0.031 0.045 0.091
C -10.65615 8.35661 -3.58337 -0.114 0.057 -1.058
C -11.29402 9.48445 -4.11683 0.011 -0.039 -0.011
C -11.44942 9.59501 -5.50005 0.186 -0.331 0.190
N -10.50971 8.22376 -2.12894 0.173 -0.208 1.387
O -9.92280 7.22051 -1.69683 -0.942 1.573 -0.627
O -10.98471 9.11978 -1.41650 0.683 -1.255 -0.997
H -11.10298 8.67398 -7.41751 0.035 -0.014 0.220
H -9.96061 6.68810 -6.46789 -0.048 0.140 0.215
H -9.66473 6.47024 -4.02505 -0.110 0.237 0.105
H -11.67401 10.27684 -3.47538 0.168 -0.330 0.013
H -11.94590 10.46523 -5.92369 0.101 -0.161 0.146

40
Properties=species:S:1:pos:R:3:forces:R:3 method="wB97M-V/def2-TZVPD" total_charge=0 gap_ev=6.95 e_above_lowest_ev=0.901 e_lumo_ev=-0.25 e_tot_ev=-70805.3036
Pb 1.11754 0.45406 -0.65859 -0.313 -0.847 -0.997
N 1.33017 2.28499 1.17066 1.292 -0.091 0.577
C 2.51103 3.15973 1.39376 -1.250 -0.283 1.683
C 3.74539 2.35815 1.80186 0.200 -0.464 0.112
C 4.27946 1.55241 0.59201 1.455 -0.237 -1.538
C 4.29909 0.02244 0.56552 -1.149 -0.783 0.129
N 3.40881 -0.59504 -0.50769 1.087 2.080 0.878
H 0.47752 2.81684 1.07562 -0.120 0.041 0.196
H 1.28385 1.65434 1.95532 -0.639 -0.155 0.346
H 2.20632 3.91536 2.16361 0.745 -0.305 -0.672
H 2.69394 3.59082 0.45092 0.430 1.135 -0.975
H 3.54738 1.71408 2.70477 0.093 0.470 -0.862
H 4.54731 3.05575 2.09147 -0.450 -0.135 0.059
H 5.35990 1.78256 0.36646 -1.113 0.498 0.379
H 3.73569 1.81707 -0.33550 0.190 0.366 0.396
H 3.93261 -0.29050 1.53873 -0.112 -0.583 0.034
H 5.29172 -0.39256 0.42465 0.231 0.172 0.190
H 3.22678 -1.54256 -0.29061 -0.606 -1.366 0.464
H 3.94509 -0.64532 -1.36580 -0.139 0.255 -0.271
O 1.68638 -3.08166 0.49512 -0.058 0.128 0.222
S 0.72003 -2.32537 1.29568 0.305 0.244 0.001
N 0.64420 -0.84744 1.15778 -0.066 -0.064 -0.034
S -3.49093 -4.32195 -0.47808 0.687 0.363 -0.083
C -2.35404 -3.22173 -1.02686 -0.686 -0.445 -0.194
S -0.88892 -3.74972 -1.82510 -0.343 -0.056 0.815
C -0.33629 -2.13524 -1.82647 -0.658 2.287 -0.683
N -1.23430 -1.22734 -1.44011 1.218 -0.688 -0.350
N -2.38247 -1.84389 -1.02553 -0.170 -2.621 0.135
C -3.59729 -1.15565 -0.86255 0.122 2.224 0.664
C -3.53962 0.15897 -0.32464 -0.560 0.160 0.649
C -4.67288 0.97888 -0.24463 0.026 -1.003 -0.491
C -5.89451 0.51751 -0.78085 0.238 -0.640 1.024
C -5.96034 -0.81826 -1.18405 0.379 0.113 0.109
C -4.82536 -1.66559 -1.21934 -1.358 0.402 -1.360
S 1.17561 -1.64034 -2.50579 -0.063 -0.321 0.030
H -2.66150 0.54324 0.20402 0.045 -0.453 -0.592
H -4.59628 1.91011 0.31144 -0.081 -0.010 -0.374
H -6.81973 1.09195 -0.67599 0.433 -0.063 -0.218
H -6.92485 -1.24914 -1.45802 0.303 0.171 -0.100
H -4.98654 -2.62995 -1.72321 0.453 0.501 0.701